The following is a DFT calculation (ωB97M-V with the def2-TZVPD basis set) of an isolated molecule of C3H7FN4 at a distorted geometry.

- gap between HOMO and LUMO (eV) = 8.8
- largest force on an atom (eV/A) = 3.0
- relative energy (zero: lowest compared OMol25 entry of this formula, charge and spin) (kJ/mol) = 326.8
- highest occupied orbital energy (eV) = -8.17
- SMILES string = C=C(F)/C(=N\N)NN

Last column: natural (NBO) charge in e.
CARTESIAN COORDINATES (ANGSTROEM)
C -0.5729 1.9864 -0.9171  -0.44
C -0.1940 1.3327 0.1720  0.33
F -0.3705 1.8810 1.4224  -0.35
C 0.0875 -0.0894 0.3706  0.26
N 0.4897 -1.0012 -0.4993  -0.35
N 0.5635 -0.5876 -1.8622  -0.67
N -0.0618 -0.5606 1.6598  -0.45
N -0.2182 -1.9934 1.6900  -0.63
H -0.5078 1.6222 -1.9205  0.25
H -0.8666 3.0243 -0.6803  0.23
H 1.0470 -1.3185 -2.3989  0.37
H 1.1296 0.2907 -1.7903  0.34
H -0.5892 0.0589 2.3727  0.41
H -0.6888 -2.2524 0.8165  0.36
H 0.7525 -2.3930 1.5648  0.35

=====

The following is a DFT calculation (ωB97M-V with the def2-TZVPD basis set) of a structure of composition C3H7FO at a distorted geometry.

- gap between HOMO and LUMO (eV) = 11.6
- largest force on an atom (eV/A) = 4.5
- relative energy (zero: lowest compared OMol25 entry of this formula, charge and spin) (kJ/mol) = 160.9
- highest occupied orbital energy (eV) = -10.47

Last column: natural (NBO) charge in e.
CARTESIAN COORDINATES (ANGSTROEM)
C -0.2055 1.3605 -1.1971  -0.67
C 0.5429 -1.5606 0.9969  -0.27
C -0.2336 0.3690 -0.0220  0.54
O 0.4123 -0.7842 -0.2127  -0.54
F -1.5861 0.1139 0.2203  -0.40
H -1.0571 2.0887 -1.1546  0.23
H 0.7485 1.6465 -1.3585  0.22
H -0.5942 0.8736 -2.0192  0.22
H 1.4253 -1.0720 1.6084  0.19
H 0.6477 -2.5037 0.4838  0.21
H -0.3711 -1.6421 1.5691  0.19
H 0.2709 1.1104 1.0857  0.06

=====

Calculated total energy for the records above, in order: -11899.276, -7987.426 eV